{"formula": "C3H6IN3O", "method": "ωB97M-V with the def2-TZVPD basis set", "species": ["C", "C", "C", "N", "N", "N", "O", "I", "H", "H", "H", "H", "H", "H"], "xyz": [[1.39695, 0.06308, 0.42129], [-1.80357, 1.07862, 0.04351], [1.50683, -0.95359, -0.75396], [0.60154, 1.11135, -0.24678], [-0.55425, 1.46625, -0.30625], [-2.20333, -0.01182, -0.45081], [1.05865, -0.46074, 1.66499], [-4.13474, -0.48781, -0.21245], [2.37138, 0.44339, 0.53970], [-2.44413, 1.87036, 0.42993], [1.24954, -0.43358, -1.66908], [0.61075, -1.47596, -0.37778], [2.32973, -1.68204, -0.84251], [0.01464, -0.52750, 1.76021]], "e_lumo_ev": -0.37, "relative_energy_ev": 2.006, "gap_ev": 8.04}

{"formula": "ClH52O26Zn", "method": "ωB97M-V with the def2-TZVPD basis set", "species": ["Zn", "Cl", "O", "H", "H", "O", "H", "H", "O", "H", "H", "O", "H", "H", "O", "H", "H", "O", "H", "H", "O", "H", "H", "O", "H", "H", "O", "H", "H", "O", "H", "H", "O", "H", "H", "O", "H", "H", "O", "H", "H", "O", "H", "H", "O", "H", "H", "O", "H", "H", "O", "H", "H", "O", "H", "H", "O", "H", "H", "O", "H", "H", "O", "H", "H", "O", "H", "H", "O", "H", "H", "O", "H", "H", "O", "H", "H", "O", "H", "H"], "xyz": [[0.31172, 0.20323, 0.10138], [0.41293, -0.52059, -2.18103], [-1.33643, -2.49828, 3.30243], [-2.01771, -1.90763, 3.62372], [-1.41405, -3.27674, 3.85397], [-3.93533, -2.72790, 0.00179], [-3.31822, -2.76673, -0.72889], [-4.37927, -1.88643, -0.10348], [2.01980, -3.28888, -2.04173], [1.57897, -2.44135, -1.98178], [1.56225, -3.74809, -2.74601], [0.37729, 0.88275, 2.04784], [0.48804, 1.80988, 2.25854], [0.23170, 0.46002, 2.89421], [4.54124, -1.36058, 0.52649], [5.30402, -0.78233, 0.52138], [4.59305, -1.83354, -0.30409], [1.44254, -3.06783, 2.96849], [2.00492, -2.57289, 3.56431], [0.55367, -2.79341, 3.19397], [-2.51927, 1.78576, -3.15264], [-2.78141, 1.97726, -4.05310], [-1.74814, 2.33343, -3.00554], [1.26295, 2.12040, -4.87140], [1.67470, 1.28792, -5.10307], [0.61767, 1.89108, -4.20264], [2.02535, 1.47846, -0.29198], [1.81662, 2.28930, -0.75588], [2.61258, 1.74994, 0.41349], [-2.63214, -2.38205, -2.26842], [-2.14431, -1.56869, -2.39770], [-2.98541, -2.59008, -3.13338], [-0.63712, -3.56308, -0.67744], [-1.30942, -3.30058, -1.30619], [-0.29408, -4.38721, -1.02294], [-2.61584, 2.82310, 3.32453], [-3.34254, 3.25319, 3.77526], [-2.99012, 2.52562, 2.49528], [-2.00383, 0.21130, 3.83438], [-2.32374, 1.09797, 3.66790], [-2.79440, -0.30135, 4.00297], [1.90494, 1.14687, 4.88033], [1.54753, 1.87665, 4.37447], [2.85356, 1.26775, 4.83860], [1.79365, -1.16247, 0.87680], [1.63139, -1.77149, 1.59723], [2.72378, -1.26889, 0.67745], [-0.92534, -1.27398, 0.75935], [-1.16492, -1.96351, 0.14018], [-1.03333, -1.67691, 1.62086], [-0.61246, 3.59291, -2.13589], [-1.17026, 4.23698, -1.69969], [0.27745, 3.92288, -2.01174], [-1.17431, 1.62147, -0.38361], [-2.02959, 1.62671, 0.04614], [-1.13140, 2.46014, -0.84299], [-4.13655, 0.21984, -1.48511], [-3.53802, 0.56048, -2.14991], [-4.86437, -0.15040, -1.98455], [3.83289, 2.00255, 1.57685], [4.60374, 1.44444, 1.67963], [3.97288, 2.72106, 2.19360], [1.96070, 4.25488, -1.42873], [2.79658, 4.39565, -1.87340], [1.73597, 5.11071, -1.06366], [3.49659, -0.48786, -2.93823], [2.55059, -0.62659, -2.98354], [3.84776, -1.32540, -2.63587], [3.00341, -4.82069, 0.06452], [2.56141, -4.20603, -0.52119], [2.30595, -5.16344, 0.62336], [0.18089, 3.38598, 3.01176], [-0.70919, 3.30813, 3.35518], [0.09291, 3.94861, 2.24239], [-0.52976, -1.64791, -5.29760], [-0.43566, -1.23597, -4.43871], [-0.29909, -2.56516, -5.15040], [-3.60325, 1.36940, 0.91426], [-4.36176, 1.18244, 1.46738], [-3.86451, 1.07580, 0.04146]], "e_lumo_ev": -3.02, "charge": 1, "gap_ev": 9.24}

{"formula": "C6H9F3NO2", "method": "ωB97M-V with the def2-TZVPD basis set", "species": ["C", "C", "C", "C", "O", "O", "C", "N", "C", "F", "F", "F", "H", "H", "H", "H", "H", "H", "H", "H", "H"], "xyz": [[0.19721, 1.76060, 1.04302], [0.10865, 0.25778, 0.56619], [1.23993, -0.06793, -0.32813], [1.78867, 0.98159, -1.49039], [1.79348, 0.54882, -2.65139], [1.99712, 2.12834, -1.12918], [0.91342, -1.37659, -1.03821], [-0.34715, -2.08570, -0.76528], [1.98555, -2.46940, -0.64133], [3.23724, -2.04057, -0.62139], [1.96887, -3.60044, -1.39821], [1.53379, -2.91588, 0.58141], [1.07465, 1.99818, 1.59083], [-0.77503, 2.01646, 1.61406], [0.22781, 2.32313, 0.21452], [-0.85537, 0.07651, 0.08982], [0.24870, -0.46097, 1.40234], [2.16780, -0.23849, 0.32555], [1.11636, -1.18720, -2.09485], [-0.41392, -2.02921, 0.22615], [-1.15606, -1.62828, -1.25091]], "e_lumo_ev": 3.70, "charge": -1, "relative_energy_ev": 0.000, "gap_ev": 8.06}

{"formula": "C2BrI2O2", "method": "ωB97M-V with the def2-TZVPD basis set", "species": ["C", "C", "O", "O", "Br", "I", "I"], "xyz": [[-1.50661, 1.44319, 1.29174], [0.63963, -1.30676, -1.04059], [-1.63515, 1.81625, 0.23396], [-1.56989, 1.28042, 2.42718], [1.61059, -2.92652, -0.53785], [1.57148, -0.48971, -2.85144], [0.88996, 0.18313, 0.47700]], "e_lumo_ev": 3.08, "charge": -1, "relative_energy_ev": 0.335, "gap_ev": 6.38}

{"formula": "C30H33F11N4Si", "method": "ωB97M-V with the def2-TZVPD basis set", "species": ["C", "C", "C", "C", "Si", "F", "F", "C", "C", "C", "F", "F", "C", "F", "F", "C", "F", "F", "C", "F", "F", "F", "H", "H", "H", "H", "H", "H", "H", "H", "H", "H", "H", "H", "H", "C", "C", "C", "N", "C", "C", "H", "H", "H", "H", "H", "C", "C", "C", "N", "C", "C", "H", "H", "H", "H", "H", "C", "C", "C", "N", "C", "C", "H", "H", "H", "H", "H", "C", "C", "C", "N", "C", "C", "H", "H", "H", "H", "H"], "xyz": [[-3.01386, 0.58440, -0.28905], [-2.40179, -0.00595, -1.59948], [-0.95247, -0.51714, -1.40430], [-3.33820, -1.01051, -2.31405], [-3.54125, -2.67704, -1.48598], [-5.13074, -2.87735, -1.27189], [-3.07918, -3.90658, -2.41388], [-2.74865, -2.90122, 0.19260], [-1.37143, -3.61625, 0.17248], [-1.02713, -4.31569, 1.48281], [0.11496, -4.99871, 1.25442], [-1.95519, -5.23756, 1.80151], [-0.86928, -3.36488, 2.68558], [-0.12153, -2.32406, 2.26333], [-2.04159, -2.83589, 3.02640], [-0.25610, -4.00789, 3.97959], [-1.09189, -3.76891, 5.00365], [-0.12597, -5.32124, 3.91116], [1.09395, -3.36441, 4.41992], [2.02276, -3.42746, 3.50139], [0.89579, -2.13990, 4.86195], [1.53025, -4.06690, 5.46086], [-2.34930, 0.28140, 0.53160], [-3.99027, 0.15273, -0.05273], [-3.01455, 1.67418, -0.28802], [-2.31674, 0.85654, -2.27159], [-0.27940, 0.30645, -1.66038], [-0.76140, -0.73779, -0.34968], [-0.68998, -1.34969, -2.06371], [-2.90845, -1.19884, -3.31032], [-4.30189, -0.52247, -2.49360], [-2.65557, -1.98132, 0.77573], [-3.42413, -3.55138, 0.76745], [-1.42747, -4.41582, -0.57409], [-0.52907, -2.97570, -0.08687], [3.32603, 0.99205, -4.89039], [2.97855, -0.23757, -5.42376], [1.68403, -0.69295, -5.22962], [0.75029, -0.01750, -4.55399], [1.11130, 1.16653, -4.04618], [2.37679, 1.71258, -4.18741], [4.32714, 1.38383, -5.02098], [3.69527, -0.82919, -5.97729], [1.36515, -1.64854, -5.63144], [0.33576, 1.69264, -3.49921], [2.61158, 2.67629, -3.75635], [-0.13705, 2.89116, -8.17671], [0.33149, 3.49233, -9.33355], [1.60739, 3.17046, -9.76994], [2.41352, 2.31763, -9.13786], [1.94446, 1.75192, -8.02472], [0.68350, 1.99990, -7.50504], [-1.12915, 3.11395, -7.80361], [-0.27816, 4.19421, -9.88642], [2.01490, 3.61361, -10.67230], [2.62221, 1.06667, -7.53268], [0.35571, 1.50854, -6.60060], [-0.66049, -0.44458, 6.68940], [-1.90405, -0.39339, 7.29720], [-2.21727, 0.72335, 8.05717], [-1.38892, 1.75175, 8.24033], [-0.19678, 1.68307, 7.64836], [0.21446, 0.61439, 6.86560], [-0.37791, -1.29405, 6.08946], [-2.61566, -1.20040, 7.18478], [-3.18005, 0.80912, 8.54953], [0.45580, 2.53368, 7.81680], [1.19453, 0.61152, 6.40665], [3.74825, 2.87630, 3.48675], [3.78375, 4.25818, 3.40334], [2.75086, 4.97784, 3.98520], [1.72144, 4.41677, 4.61876], [1.70475, 3.08545, 4.68698], [2.68783, 2.27295, 4.14249], [4.53609, 2.27754, 3.04653], [4.59357, 4.76800, 2.89923], [2.73826, 6.06182, 3.94741], [0.85438, 2.65886, 5.20558], [2.62322, 1.19614, 4.22967]], "e_lumo_ev": 0.32, "gap_ev": 10.00}